43
Properties=species:S:1:pos:R:3 method="wB97M-V/def2-TZVPD" molar_mass_g_mol=597.12 homo_ev="-21.22 / -21.16" total_charge=+4 homo_lumo_gap_ev="4.552 / 4.486" energy_ev=-94828.74369
C -2.251 0.996 -0.197
N -1.103 0.253 -0.315
N -1.385 -0.805 -1.181
C -2.662 -0.676 -1.610
C -3.233 0.437 -1.008
B -0.401 -1.869 -1.851
N 0.822 -1.017 -2.348
N 1.121 0.268 -1.924
C 1.980 0.828 -2.821
C 2.286 -0.137 -3.786
C 1.502 -1.254 -3.501
Sn 0.630 1.696 -0.134
N -0.160 -3.234 -1.054
N 0.669 -3.301 0.037
C 0.470 -4.490 0.631
C -0.434 -5.261 -0.135
C -0.790 -4.441 -1.203
H 0.929 -4.767 1.571
H -1.437 -4.640 -2.040
H -0.782 -6.243 0.092
H -0.955 -2.262 -2.858
H 1.365 -2.185 -4.042
H -3.061 -1.376 -2.333
H 3.006 -0.010 -4.573
H -4.240 0.796 -1.131
H 2.303 1.870 -2.762
H -2.324 1.888 0.414
H 2.018 0.118 1.080
C 2.645 0.928 0.659
H 3.295 0.555 -0.137
H 2.287 2.005 0.276
H 3.223 1.302 1.521
Cl -0.576 4.714 0.479
C -0.400 3.781 1.938
C 0.018 2.444 1.870
C 0.004 1.632 3.000
Cl 0.373 -0.075 2.843
C -0.418 2.169 4.251
Cl -0.483 1.174 5.648
C -0.789 3.545 4.342
Cl -1.173 4.253 5.857
C -0.761 4.361 3.175
Cl -1.132 6.029 3.261

***

116
Properties=species:S:1:pos:R:3 method="wB97M-V/def2-TZVPD" molar_mass_g_mol=1408.31 homo_ev=-5.45 relative_energy_kcal_mol=25.5 total_charge=-1 homo_lumo_gap_ev=6.818 energy_ev=-273162.80610
Pb -0.319 0.056 0.311
O -5.256 1.480 3.388
C -5.276 2.389 2.401
C -6.302 3.338 2.410
C -6.408 4.270 1.396
C -5.486 4.288 0.354
C -4.451 3.370 0.357
C -4.322 2.415 1.363
C -3.149 1.485 1.296
O -2.282 1.670 0.405
N -3.167 0.526 2.232
N -2.186 -0.415 2.136
C -2.092 -1.214 3.122
C -1.170 -2.351 3.149
C -0.618 -2.708 4.380
C 0.326 -3.709 4.495
C 0.740 -4.396 3.362
C 0.161 -4.103 2.140
C -0.800 -3.113 2.039
O -1.296 -2.928 0.748
H -4.466 0.892 3.187
H -7.007 3.317 3.232
H -7.219 4.990 1.420
H -5.566 5.020 -0.440
H -3.702 3.373 -0.425
H -2.700 -1.042 4.012
H -0.929 -2.150 5.256
H 0.762 -3.938 5.459
H 1.516 -5.146 3.421
H 0.448 -4.631 1.237
Se 3.510 6.699 -1.083
P 3.556 4.765 -1.904
C 5.270 4.186 -1.779
C 6.262 4.661 -2.634
C 7.598 4.419 -2.348
C 7.950 3.735 -1.193
C 6.966 3.287 -0.323
C 5.629 3.505 -0.617
C 3.060 4.836 -3.658
C 3.767 4.261 -4.708
C 3.389 4.512 -6.021
C 2.291 5.315 -6.289
C 1.553 5.853 -5.242
C 1.940 5.621 -3.933
C 2.483 3.575 -1.066
C 2.039 2.232 -1.170
N 1.168 2.065 -0.139
N 1.067 3.197 0.530
N 1.832 4.110 -0.008
P 2.424 0.865 -2.277
Se 1.494 -1.033 -1.938
C 4.209 0.570 -2.163
C 5.130 0.764 -3.184
C 6.442 0.343 -3.014
C 6.837 -0.252 -1.826
C 5.926 -0.411 -0.788
C 4.614 -0.006 -0.956
C 1.909 1.356 -3.940
C 2.365 0.664 -5.059
C 1.791 0.901 -6.298
C 0.745 1.805 -6.419
C 0.270 2.474 -5.299
C 0.851 2.255 -4.060
H 5.995 5.262 -3.493
H 8.366 4.791 -3.015
H 8.995 3.556 -0.968
H 7.237 2.773 0.590
H 4.857 3.175 0.069
H 4.614 3.617 -4.506
H 3.955 4.077 -6.835
H 2.004 5.513 -7.316
H 0.687 6.471 -5.447
H 1.399 6.074 -3.111
H 4.834 1.239 -4.111
H 7.159 0.484 -3.815
H 7.863 -0.578 -1.701
H 6.229 -0.861 0.150
H 3.890 -0.163 -0.162
H 3.130 -0.095 -4.954
H 2.147 0.363 -7.169
H 0.296 1.987 -7.388
H -0.559 3.165 -5.387
H 0.474 2.767 -3.183
S 3.696 -1.221 3.190
C 2.325 -0.882 2.410
N 1.340 -0.649 1.812
S -2.306 -1.323 -1.765
C -2.784 -2.704 -1.059
N -4.909 -3.205 0.340
C -5.339 -4.497 -0.185
C -4.170 -5.140 -0.929
S -3.407 -3.968 -2.089
H -5.649 -2.716 0.821
H -6.165 -4.316 -0.877
H -5.685 -5.196 0.589
H -4.492 -5.984 -1.538
H -3.408 -5.480 -0.231
C -4.357 -7.378 8.394
C -4.211 -6.947 6.954
O -3.919 -7.688 6.055
S -4.509 -5.194 6.805
C -4.216 -4.739 5.114
C -3.305 -5.363 4.272
C -3.134 -4.881 2.982
C -3.838 -3.773 2.516
C -4.754 -3.167 3.378
C -4.940 -3.638 4.665
C -3.707 -3.283 1.124
C -2.610 -2.991 0.408
H -4.447 -8.460 8.438
H -5.219 -6.903 8.860
H -3.466 -7.070 8.946
H -2.735 -6.213 4.606
H -2.431 -5.384 2.328
H -5.300 -2.286 3.057
H -5.643 -3.143 5.325

***

8
Properties=species:S:1:pos:R:3 method="wB97M-V/def2-TZVPD" molar_mass_g_mol=69.07 homo_ev=-10.38 relative_energy_kcal_mol=60.6 smiles="C/N=N/C#N" homo_lumo_gap_ev=9.711 energy_ev=-6589.94695
C 0.102 -0.133 0.221
N 1.131 0.775 0.759
N 2.200 0.480 0.245
C 3.335 0.913 0.853
N 4.391 1.015 1.333
H -0.134 -0.742 1.084
H 0.523 -0.763 -0.509
H -0.588 0.573 -0.354

***

14
Properties=species:S:1:pos:R:3 method="wB97M-V/def2-TZVPD" molar_mass_g_mol=95.12 homo_ev=-14.66 relative_energy_kcal_mol=113.1 total_charge=+1 homo_lumo_gap_ev=9.044 energy_ev=-8267.87408
C 0.407 -0.416 1.179
C 1.031 -0.919 2.212
C 1.524 -0.218 -1.038
C -0.786 0.347 -0.212
C -1.765 0.759 -1.173
N -0.831 0.265 1.083
N 0.501 -0.316 -0.363
H 0.466 -0.606 3.058
H 1.959 -1.378 1.949
H 1.445 0.313 -1.928
H 2.381 -0.393 -0.535
H -2.582 0.020 -1.390
H -1.308 1.098 -2.088
H -2.442 1.444 -0.756